73
Properties=species:S:1:pos:R:3:lowdin_spin:R:1 method="wB97M-V/def2-TZVPD" energy_ev=-99593.242 s_squared=8.764 gap_ha="0.22183 / 0.22405" total_charge=+1 e_homo_ha="-0.3553 / -0.3555" de_lowest_kj_mol=9.7 spin_multiplicity=6
Sm 0.440 -0.592 -0.115 5.08
C 2.256 -5.117 -0.540 0.00
O 3.369 -4.215 -0.300 0.00
C 2.855 -2.996 -0.241 0.00
N 1.592 -2.864 -0.345 -0.01
C 1.008 -4.199 -0.469 0.00
C 0.065 -4.329 -1.642 0.00
C -0.666 -5.505 -1.778 0.00
C -1.576 -5.648 -2.812 0.00
C -1.765 -4.617 -3.722 0.00
C -1.031 -3.449 -3.600 0.00
C -0.117 -3.307 -2.565 0.00
C 3.717 -1.836 0.020 0.00
C 5.055 -1.959 0.361 0.00
C 5.754 -0.809 0.692 0.00
C 5.092 0.407 0.687 0.00
C 3.750 0.426 0.333 0.00
N 3.075 -0.667 -0.014 0.00
C 2.957 1.662 0.358 0.00
N 1.708 1.709 0.081 0.00
C 1.308 3.127 0.165 0.00
C 2.566 3.812 0.750 0.00
O 3.575 2.786 0.700 0.00
C 0.090 3.403 1.015 0.00
C -0.207 2.605 2.117 0.00
C -1.251 2.945 2.966 0.00
C -2.015 4.075 2.714 0.00
C -1.723 4.873 1.618 0.00
C -0.675 4.540 0.772 0.00
H 2.270 -5.890 0.223 0.00
H 2.392 -5.569 -1.521 0.00
H 0.433 -4.387 0.442 0.00
H -0.533 -6.301 -1.054 0.00
H -2.146 -6.564 -2.900 0.00
H -2.483 -4.726 -4.524 0.00
H -1.163 -2.648 -4.316 0.00
H 0.476 -2.399 -2.508 0.00
H 5.520 -2.934 0.373 0.00
H 6.796 -0.864 0.973 0.00
H 5.591 1.328 0.954 0.00
H 1.130 3.468 -0.860 0.00
H 2.430 4.095 1.793 0.00
H 2.907 4.670 0.177 0.00
H 0.419 1.749 2.353 0.00
H -1.455 2.337 3.839 0.00
H -2.822 4.347 3.383 0.00
H -2.302 5.770 1.431 0.00
H -0.424 5.192 -0.060 0.00
S 1.108 -1.018 2.476 -0.03
C -0.436 -1.599 3.069 0.00
C -0.546 -1.605 4.494 0.00
N -0.603 -1.623 5.644 0.00
C -1.514 -2.012 2.340 0.00
S -1.635 -2.221 0.600 -0.02
C -2.732 -2.308 3.026 0.00
N -3.756 -2.490 3.521 0.00
C -3.252 4.480 -2.449 0.00
C -2.781 3.194 -1.871 0.00
C -3.401 2.511 -0.868 0.00
C -2.792 1.364 -0.326 0.00
N -1.612 0.919 -0.799 -0.01
C -1.070 1.527 -1.870 0.00
S 0.285 0.888 -2.633 -0.01
N -1.632 2.670 -2.359 0.00
C -3.457 0.641 0.779 0.00
H -4.238 4.734 -2.070 0.00
H -3.291 4.431 -3.538 0.00
H -2.558 5.278 -2.177 0.00
H -4.334 2.864 -0.459 0.00
H -1.162 3.112 -3.138 0.00
H -4.472 1.000 0.938 0.00
H -2.892 0.754 1.705 0.00
H -3.468 -0.426 0.565 0.00

***

75
Properties=species:S:1:pos:R:3:lowdin_spin:R:1 method="wB97M-V/def2-TZVPD" energy_ev=-141057.043 s_squared=6.154 gap_ha="0.25009 / 0.24544" total_charge=-1 e_homo_ha="-0.2084 / -0.2042" de_lowest_kj_mol=0.0 spin_multiplicity=5
Mn -0.337 -1.755 2.185 3.92
C 0.135 3.455 -1.449 0.00
C -0.134 2.045 -1.944 0.00
C -0.375 2.157 -3.454 0.00
O -1.275 1.481 -1.287 0.00
C -0.811 0.500 -0.367 0.00
C 0.593 0.083 -0.887 0.00
O 0.988 1.176 -1.724 0.00
C 1.795 -0.279 0.121 0.01
O 1.168 -1.232 0.866 0.07
C 3.026 -0.944 -0.648 0.00
C 3.850 -1.810 0.140 0.00
C 4.969 -2.442 -0.380 0.00
C 5.355 -2.174 -1.699 0.00
C 4.549 -1.369 -2.497 0.00
C 3.442 -0.679 -1.945 0.00
C 2.437 0.904 0.983 0.00
C 2.733 0.762 2.351 0.00
C 3.315 1.823 3.083 0.00
C 3.682 3.008 2.446 0.00
C 3.438 3.131 1.081 0.00
C 2.866 2.100 0.356 0.00
C -2.011 -0.597 -0.092 0.01
O -1.787 -1.366 1.057 0.09
C -3.308 0.181 0.301 0.00
C -4.257 0.716 -0.586 0.00
C -5.509 1.121 -0.146 0.00
C -5.850 1.102 1.202 0.00
C -4.849 0.796 2.123 0.00
C -3.609 0.348 1.684 0.00
C -2.205 -1.497 -1.303 0.00
C -2.087 -2.904 -1.253 0.00
C -2.372 -3.706 -2.356 0.00
C -2.676 -3.136 -3.593 0.00
C -2.656 -1.740 -3.695 0.00
C -2.433 -0.948 -2.585 0.00
H -0.766 4.046 -1.608 0.00
H 0.959 3.874 -2.010 0.00
H 0.343 3.494 -0.377 0.00
H -1.160 2.904 -3.628 0.00
H -0.649 1.157 -3.823 0.00
H 0.545 2.469 -3.944 0.00
H -0.678 1.021 0.597 0.00
H 0.536 -0.827 -1.490 0.00
H 3.510 -2.013 1.171 0.00
H 5.526 -3.157 0.235 0.00
H 6.262 -2.630 -2.100 0.00
H 4.782 -1.249 -3.561 0.00
H 2.934 0.067 -2.585 0.00
H 2.505 -0.199 2.862 0.00
H 3.532 1.713 4.147 0.00
H 4.170 3.815 3.002 0.00
H 3.705 4.030 0.520 0.00
H 2.749 2.215 -0.730 0.00
H -4.034 0.751 -1.657 0.00
H -6.222 1.392 -0.921 0.00
H -6.862 1.333 1.558 0.00
H -4.976 0.900 3.200 0.00
H -2.887 0.033 2.429 0.00
H -1.705 -3.352 -0.317 0.00
H -2.336 -4.789 -2.239 0.00
H -2.967 -3.761 -4.446 0.00
H -2.810 -1.264 -4.650 0.00
H -2.372 0.141 -2.712 0.00
Cl -2.525 2.037 5.119 0.00
C -0.986 2.286 4.152 0.00
Cl 0.321 3.038 5.114 0.00
Cl -1.184 2.995 2.538 0.00
C -0.540 0.921 3.926 0.02
N -0.337 -0.190 3.650 0.01
O 1.888 -4.750 1.541 0.01
S 0.784 -4.504 2.431 0.01
O -0.422 -3.829 1.778 -0.03
O 0.492 -5.692 3.190 0.00
S 1.074 -2.738 3.546 -0.14

***

76
Properties=species:S:1:pos:R:3:mulliken_charge:R:1 method="wB97M-V/def2-TZVPD" energy_ev=-147253.756 gap_ha=0.22705 total_charge=-2 e_homo_ha=-0.0858 de_lowest_kj_mol=12.3
Tl -1.180 1.555 -0.963 1.81
C 3.920 -3.413 -0.710 -1.46
C 3.072 -2.215 -0.368 0.51
C 2.391 -2.088 0.839 -1.36
C 1.585 -0.994 1.091 0.18
C 1.426 0.068 0.186 -0.57
N 0.597 1.152 0.510 -0.14
C 0.744 1.704 1.756 0.49
C 2.009 1.695 2.405 -0.33
C 2.259 2.317 3.607 -1.16
C 1.262 3.009 4.291 0.54
C 1.538 3.787 5.553 -1.60
C 0.011 3.011 3.705 -0.10
C -0.266 2.369 2.497 -0.34
N -1.626 2.476 2.069 1.06
C -2.717 2.296 2.843 -0.30
C -3.790 2.821 2.159 -1.02
C -3.245 3.305 0.956 -0.31
N -1.936 3.104 0.918 -0.99
C 2.121 -0.078 -1.027 0.52
C 2.902 -1.200 -1.295 -0.53
N 2.055 0.893 -2.063 0.72
C 3.051 1.256 -2.904 -0.13
C 2.491 2.073 -3.857 -1.33
C 1.128 2.144 -3.514 -0.33
N 0.887 1.425 -2.434 -0.13
H 4.232 -3.949 0.188 0.45
H 3.373 -4.105 -1.355 0.25
H 4.805 -3.110 -1.270 0.29
H 2.468 -2.875 1.583 0.34
H 1.041 -0.940 2.026 0.65
H 2.825 1.191 1.908 0.36
H 3.261 2.275 4.025 0.33
H 2.367 3.354 6.115 0.37
H 1.801 4.823 5.319 0.28
H 0.658 3.811 6.199 0.36
H -0.802 3.541 4.189 0.43
H -2.660 1.772 3.784 0.49
H -4.824 2.826 2.462 0.43
H -3.731 3.751 0.102 0.47
H 3.352 -1.310 -2.277 0.61
H 4.063 0.921 -2.761 0.49
H 2.984 2.547 -4.688 0.41
H 0.321 2.688 -3.982 0.37
Cl -5.885 -3.043 3.952 -0.29
C -4.722 -2.196 2.942 0.11
C -3.353 -2.325 3.212 -0.77
C -2.441 -1.665 2.436 -0.28
C -2.813 -0.827 1.325 -0.93
O -1.892 -0.217 0.701 0.17
C -4.227 -0.762 1.063 1.67
C -4.777 -0.073 -0.087 -0.56
O -4.168 0.383 -1.032 -0.32
C -5.143 -1.430 1.892 -1.02
H -3.031 -2.954 4.034 0.42
H -1.380 -1.750 2.642 0.29
H -5.890 0.010 -0.078 0.11
H -6.203 -1.350 1.674 0.31
N -1.683 -0.606 -2.216 -0.30
C -0.629 -1.293 -2.870 0.74
C -0.225 -0.943 -4.153 -0.38
C 0.893 -1.551 -4.714 -0.61
C 1.592 -2.517 -4.005 -0.40
C 1.168 -2.884 -2.736 -0.98
C 0.068 -2.270 -2.164 -0.98
S 3.070 -3.285 -4.673 1.43
O 3.071 -2.941 -6.089 -0.78
O 2.895 -4.706 -4.396 -0.76
O 4.160 -2.674 -3.912 -0.67
H -2.389 -0.208 -2.823 0.32
H -2.102 -1.138 -1.464 0.12
H -0.761 -0.159 -4.677 0.28
H 1.251 -1.272 -5.697 0.50
H 1.730 -3.637 -2.197 1.04
H -0.239 -2.503 -1.149 0.31
Se -2.169 3.100 -2.559 -0.87